1.
ORCA calculation (ωB97M-V with the def2-TZVPD basis set) on 2 unconnected molecules or ions with the total composition C5H10I2 in a non-equilibrium geometry.

Summary:
**ΔE to the lowest compared entry with this formula, charge and spin**: 47.6 kcal per mole
**M**: 323.9 g mol⁻¹
**Frontier orbital gap**: 8.6928 eV

XYZ file:
```
17
Properties=species:S:1:pos:R:3:forces:R:3
C 1.9467 1.2217 -0.6291 2.000 -0.112 1.650
C -1.6842 0.7861 0.2528 -0.630 -1.912 -2.680
C -0.9235 -1.7158 0.2829 -1.225 0.072 0.787
C 1.3241 0.1268 0.1668 -4.654 2.706 0.723
C -0.8242 -0.3594 -0.2986 3.706 1.682 -0.727
I 1.2788 0.2610 2.3477 0.151 0.363 -0.795
I -0.6321 -0.7215 -2.4466 -0.227 0.790 0.372
H 1.5344 2.1664 -0.3492 -0.378 0.725 0.146
H 1.8127 1.0886 -1.6870 0.098 -0.304 -0.475
H 3.0775 1.2959 -0.3359 -1.828 -0.215 -0.810
H -2.7313 0.5768 -0.0731 0.560 0.403 0.246
H -1.4060 1.7993 0.0389 0.350 0.274 -0.503
H -1.6276 0.6213 1.2658 -0.069 -0.084 2.613
H -0.0265 -2.0480 0.6890 1.950 -0.227 1.029
H -1.6309 -1.7734 1.0940 -0.485 0.099 0.343
H -1.1186 -2.5147 -0.3836 -0.772 -0.451 -0.978
H 1.6306 -0.8110 0.0651 1.452 -3.808 -0.941
```
Positions in Å, forces in eV/Å.

Atomic partial charges in e from the natural (NBO) method, atoms 1 to 4:
1. C -0.704
2. C -0.689
3. C -0.743
4. C -0.194



2.
ORCA calculation (ωB97M-V with the def2-TZVPD basis set) on a single C5H10I2N2S2 molecule in a non-equilibrium geometry.

Summary:
**SMILES string**: N=S(=N)(I)[C@H]1CC[C@@H](SI)C1
**ΔE to the lowest compared entry with this formula, charge and spin**: 22.0 kcal per mole
**M**: 416.1 g mol⁻¹
**Frontier orbital gap**: 7.6204 eV

XYZ file:
```
21
Properties=species:S:1:pos:R:3:forces:R:3
N 0.9544 2.6232 -0.5082 0.558 -1.839 0.152
S 1.4141 1.2723 0.1632 -0.998 -0.005 -0.882
N 0.9554 0.8668 1.5863 -0.310 3.052 -0.362
I 3.9290 1.0915 -0.1134 -0.104 -0.131 0.056
C 0.8507 -0.2838 -0.7413 0.761 -0.980 1.154
C 0.7850 -1.4674 0.2434 -2.430 2.291 0.739
C -0.5878 -1.3357 0.9941 0.393 -0.266 -0.821
C -1.4828 -0.6302 -0.1024 0.681 0.153 2.042
S -2.3584 0.5586 0.9566 -0.551 0.152 -0.305
I -4.3370 1.1633 -0.2511 0.272 -0.044 -0.016
C -0.5764 -0.0359 -1.1506 0.453 -1.883 -1.066
H 1.1770 2.6138 -1.5406 -0.056 -0.083 1.425
H 0.4665 1.7159 1.9970 0.980 -1.054 -0.260
H 1.5419 -0.5263 -1.5266 0.381 0.446 -0.525
H 1.5424 -1.4935 0.9416 1.987 -0.197 1.256
H 0.6986 -2.3633 -0.2773 0.301 -1.586 -1.259
H -0.8811 -2.3867 1.3286 -0.225 1.660 -0.397
H -0.6067 -0.5859 1.8070 0.736 -1.246 0.115
H -2.1440 -1.3629 -0.4085 -1.558 -1.089 -1.248
H -0.7160 -0.4166 -2.1779 -0.202 -0.105 0.515
H -0.6248 0.9827 -1.2199 -1.068 2.755 -0.314
```
Positions in Å, forces in eV/Å.

Atomic partial charges in e from the natural (NBO) method, atoms 1 to 4:
1. N -1.074
2. S 1.592
3. N -1.082
4. I -0.191



3.
ORCA calculation (ωB97M-V with the def2-TZVPD basis set) on 2 unconnected molecules or ions with the total composition C5H10IN in a non-equilibrium geometry.

Summary:
**SMILES string**: CC(C)=N.C=CI
**ΔE to the lowest compared entry with this formula, charge and spin**: 12.0 kcal per mole
**M**: 211.0 g mol⁻¹
**Frontier orbital gap**: 9.4896 eV

XYZ file:
```
17
Properties=species:S:1:pos:R:3:forces:R:3
C 1.4660 -1.2517 -0.9144 0.078 1.135 0.835
C 0.8770 -0.3467 0.1875 -1.199 1.106 -0.454
C 1.0258 -0.9614 1.5757 0.371 0.255 -1.754
N 0.2122 0.7679 0.0765 1.925 -2.784 2.336
H 1.3116 -0.9361 -1.9812 0.594 -0.052 1.167
H 0.8948 -2.1424 -0.7515 -0.248 -0.948 -0.190
H 2.5046 -1.4839 -0.5378 -0.835 0.264 -1.176
H 2.0169 -1.4180 1.6033 -0.295 -0.373 0.435
H 0.9842 -0.1422 2.2291 -0.059 0.926 1.258
H 0.1958 -1.6319 1.7872 0.179 -0.285 -0.044
H 0.1431 1.0472 -0.8480 -0.050 0.609 -2.565
C -2.4097 2.3243 0.4997 2.501 0.866 -0.116
C -3.4261 1.5631 0.2952 -2.118 -2.145 0.093
I -3.0674 -0.5378 -0.1140 -0.369 0.723 -0.102
H -2.4597 3.3292 0.8950 -0.405 0.199 -0.154
H -1.3823 1.9511 0.2867 -1.009 0.387 0.550
H -4.5076 1.7236 0.4625 0.937 0.117 -0.118
```
Positions in Å, forces in eV/Å.

Atomic partial charges in e from the natural (NBO) method, atoms 1 to 4:
1. C -0.695
2. C 0.371
3. C -0.681
4. N -0.676